# C4H3O3S

C4H3O3S as an isolated structure in a non-equilibrium geometry (ωB97M-V with the def2-TZVPD basis set, the OMol25 dataset).

Element x y z (Å)
C  0.0427  -0.0981  -0.0018
C  0.6509  -1.2784  -0.0540
C  0.6993  1.1844  0.0534
C  -1.5032  -0.1017  0.0008
O  0.6160  -2.4885  -0.1536
O  0.1297  2.2604  -0.1722
O  2.0441  1.1278  0.1832
S  2.8265  -0.3777  -0.0536
H  -1.9143  -0.9034  -0.5443
H  -1.8140  1.0075  -0.2547
H  -1.7777  -0.3323  0.9969

The HOMO energy is -4.0 eV. The LUMO energy is 3.757 eV. The orbital gap comes out at 7.74 eV. The value obtained for the total energy is -778.16376 Eh. For the molar mass, the calculation gives 131.1 g mol⁻¹. The energy above the lowest of the compared OMol25 structures with the same formula, charge and spin is 0.633 eV. As for the net charge: -1.

# C4H3O4

An isolated ion of composition C4H3O4 and charge -1 in a non-equilibrium geometry (ωB97M-V with the def2-TZVPD basis set, the OMol25 dataset).

Element x y z (Å)
O  -2.4011  -0.8588  -0.0695
C  -1.2481  -0.6028  0.0786
C  -0.0681  -1.1936  -0.3564
C  1.2210  -0.6448  0.0834
O  2.2746  -1.2841  0.1801
O  1.2127  0.6947  0.3683
C  0.0339  1.4125  0.1839
O  -1.0415  0.8366  0.7274
H  -0.2743  -2.1593  -0.8597
H  -0.0222  1.4735  -0.9141
H  0.3131  2.3260  0.5780

The HOMO energy is -3.9 eV. The LUMO energy is 4.142 eV. The orbital gap comes out at 8.01 eV. The value obtained for the total energy is -455.23865 Eh. For the molar mass, the calculation gives 115.1 g mol⁻¹. The energy above the lowest of the compared OMol25 structures with the same formula, charge and spin is 0.101 eV. The structure (SMILES) is O=C1C=C([O-])OCO1. As for the net charge: -1.

# C4H3O6P

An isolated ion of composition C4H3O6P and charge -2 in a non-equilibrium geometry (ωB97M-V with the def2-TZVPD basis set, the OMol25 dataset).

Element x y z (Å)
C  0.4546  -0.4595  0.2776
C  -0.1303  0.9547  0.5081
C  0.3277  2.1541  0.1940
C  -0.0610  3.6172  -0.0134
O  0.5872  4.5518  -0.2060
O  1.6650  -0.7381  0.7627
O  2.7389  -0.0981  -1.5604
O  -1.2713  3.4846  0.0772
O  4.2012  -0.6613  0.3766
O  2.8898  1.5200  0.4672
P  3.0319  0.0884  -0.0736
H  -0.2840  -1.3018  0.5045
H  0.2991  -0.5125  -0.8617
H  -1.1236  0.9472  0.8121

The HOMO energy is -0.3 eV. The LUMO energy is 5.893 eV. The orbital gap comes out at 6.24 eV. The value obtained for the total energy is -947.00947 Eh. For the molar mass, the calculation gives 178.0 g mol⁻¹. As for the net charge: -2.

# C4H3S2

An isolated ion of composition C4H3S2 and charge -1 in a non-equilibrium geometry (ωB97M-V with the def2-TZVPD basis set, the OMol25 dataset).

Element x y z (Å)
C  1.1890  -0.0039  0.0546
C  -0.0662  -0.7064  -0.1676
S  0.6250  -2.6386  -0.0169
C  -1.0576  0.2417  -0.4177
C  -2.0131  0.9844  -0.1944
S  -3.3983  1.7581  0.0593
H  1.2212  1.0981  0.3764
H  2.0362  -0.1512  -0.6689
H  1.4637  -0.5822  0.9752

The HOMO energy is -4.0 eV. The LUMO energy is 2.998 eV. The orbital gap comes out at 7.05 eV. The value obtained for the total energy is -950.51192 Eh. For the molar mass, the calculation gives 115.2 g mol⁻¹. The energy above the lowest of the compared OMol25 structures with the same formula, charge and spin is 2.469 eV. The structure (SMILES) is CC([S-])=C=C=S. As for the net charge: -1.

# C4H4

A 2-piece molecular cluster, C4H4 overall in a non-equilibrium geometry (ωB97M-V with the def2-TZVPD basis set, the OMol25 dataset).

Element x y z (Å)
C  -1.4463  -0.0741  -0.3983
C  -0.9474  1.0085  0.3092
C  0.5279  0.9618  -0.1369
C  -0.0680  -0.3753  -0.3369
H  -2.2868  -0.7225  -0.4738
H  0.4663  1.4634  -1.0639
H  1.3040  1.1934  0.5801
H  0.4600  -2.4751  0.5970

The HOMO energy (spin up / spin down) is -8.1 / -9.1 eV. The LUMO energy (spin up / spin down) is -0.051 / -0.243 eV. The orbital gap (spin up / spin down) comes out at 8.07 / 8.86 eV. The value obtained for the total energy is -154.50010 Eh. For the molar mass, the calculation gives 52.1 g mol⁻¹. The energy above the lowest of the compared OMol25 structures with the same formula, charge and spin is 5.997 eV. As for the net charge: 0.

# C4H4

One molecule with the formula C4H4 in a non-equilibrium geometry (ωB97M-V with the def2-TZVPD basis set, the OMol25 dataset).

Element x y z (Å)
C  -1.9254  -0.1015  0.0081
C  -0.7438  -0.0370  -0.1756
C  0.6160  0.4728  -0.0033
C  1.7487  -0.3276  0.0606
H  -3.0196  -0.2845  0.4944
H  0.7851  1.5640  0.1464
H  2.7776  -0.0267  0.0255
H  1.2839  -1.2932  -0.0051

The HOMO energy is -9.3 eV. The LUMO energy is 0.806 eV. The orbital gap comes out at 10.07 eV. The value obtained for the total energy is -154.67774 Eh. For the molar mass, the calculation gives 52.1 g mol⁻¹. The energy above the lowest of the compared OMol25 structures with the same formula, charge and spin is 1.163 eV. The structure (SMILES) is C#CC=C. As for the net charge: 0.

# C4H4

One molecule with the formula C4H4 (ωB97M-V with the def2-TZVPD basis set, the OMol25 dataset).

Element x y z (Å)
C  -0.0748  -0.4783  1.6448
C  -0.5512  -1.0625  0.5622
C  -0.1950  -0.2140  -0.5047
C  0.3385  0.8034  -1.1085
H  0.4142  0.4652  1.7776
H  -1.0540  -2.0066  0.4747
H  0.1956  0.8935  -2.1758
H  0.9268  1.5993  -0.6701

The HOMO energy (spin up / spin down) is -9.0 / -8.2 eV. The LUMO energy (spin up / spin down) is 0.209 / -0.194 eV. The orbital gap (spin up / spin down) comes out at 9.22 / 8.03 eV. The value obtained for the total energy is -154.60508 Eh. For the molar mass, the calculation gives 52.1 g mol⁻¹. The energy above the lowest of the compared OMol25 structures with the same formula, charge and spin is 3.140 eV. As for the net charge: 0.

# C4H4

One molecule with the formula C4H4 in a non-equilibrium geometry (ωB97M-V with the def2-TZVPD basis set, the OMol25 dataset).

Element x y z (Å)
C  -0.9408  1.8407  0.7813
C  -0.2062  1.1671  0.0368
C  0.0644  -0.3718  -0.0508
C  0.9061  -0.6646  -0.8935
H  -1.3116  2.7544  1.1521
H  -0.3403  -0.8873  0.8386
H  1.0849  0.2519  -1.4824
H  1.4295  -1.5735  -1.2512

The HOMO energy is -9.7 eV. The LUMO energy is 0.511 eV. The orbital gap comes out at 10.18 eV. The value obtained for the total energy is -154.65142 Eh. For the molar mass, the calculation gives 52.1 g mol⁻¹. The energy above the lowest of the compared OMol25 structures with the same formula, charge and spin is 1.879 eV. The structure (SMILES) is C#CC=C. As for the net charge: 0.

# C4H40N2O15

A 15-piece molecular cluster, C4H40N2O15 overall in a non-equilibrium geometry (ωB97M-V with the def2-TZVPD basis set, the OMol25 dataset).

Element x y z (Å)
N  1.4972  -1.1919  -0.4922
C  0.0855  -0.8743  -0.5610
C  -0.2692  -0.4713  -2.0225
O  -0.4751  -1.7273  -2.7706
C  -0.1269  0.3472  0.3183
N  -0.0339  0.0369  1.7280
C  0.4755  1.1916  2.5568
H  2.2262  -0.5278  -0.7945
H  1.5523  -2.1662  -0.7967
H  -0.5137  -1.8097  -0.2729
H  -1.2723  -0.0855  -2.0160
H  0.4336  0.0375  -2.5722
H  -1.4825  -1.7993  -2.6451
H  -1.3086  0.5851  0.2979
H  0.4448  1.2440  -0.1033
H  0.8005  -0.7079  1.8905
H  0.3047  2.1435  2.0078
H  1.4729  0.8984  2.8887
H  -0.2492  1.3526  3.4945
H  3.4114  0.8528  -1.8918
H  2.2547  1.9145  -1.8169
O  2.9347  1.4896  -1.3411
H  -0.1401  2.6454  -2.1031
H  0.4574  2.9350  -3.2883
O  0.4793  2.2195  -2.6544
H  3.1035  2.5235  0.2705
H  2.3088  1.5162  0.9058
O  2.7644  2.3149  1.1576
H  3.4360  -1.0211  1.7062
H  3.5117  -1.8478  3.0673
O  3.0510  -1.2374  2.5124
H  -0.2231  4.6222  1.3407
H  0.7193  3.5092  0.8098
O  0.0559  4.1803  0.5682
H  0.4102  -2.6634  2.4726
H  0.3172  -3.0345  1.0450
O  -0.2389  -2.9347  1.7809
H  -1.0044  -0.3973  4.0813
H  -1.8013  -0.8396  3.0005
O  -1.9857  -0.6204  3.9041
H  -1.0704  3.4136  -0.3377
H  -2.1716  3.3663  -1.4779
O  -1.5245  2.7965  -1.0606
H  0.9153  -2.7036  -2.5407
H  1.3702  -4.1188  -2.4924
O  1.7160  -3.2756  -2.5352
H  -2.9813  0.9935  2.9045
H  -2.3202  0.7314  1.6603
O  -3.2083  1.1134  1.9671
H  -1.8448  -2.2238  1.2184
H  -3.3572  -2.0868  1.1916
O  -2.5995  -1.9750  0.7035
H  -3.6639  1.0162  -0.6164
H  -4.1824  0.0049  0.2238
O  -3.9832  0.0575  -0.6975
H  4.4671  -1.6836  -2.3001
H  2.9809  -1.6957  -2.7036
O  3.9117  -1.1720  -2.8395
H  -3.0252  -2.1249  -1.4288
H  -3.6372  -1.0884  -2.2080
O  -3.1754  -1.9478  -2.2939

The HOMO energy (spin up / spin down) is -13.1 / -13.0 eV. The LUMO energy (spin up / spin down) is -3.014 / -7.906 eV. The orbital gap (spin up / spin down) comes out at 10.05 / 5.09 eV. The value obtained for the total energy is -1414.09980 Eh. For the molar mass, the calculation gives 356.4 g mol⁻¹. The energy above the lowest of the compared OMol25 structures with the same formula, charge and spin is 2.231 eV. As for the spin multiplicity: 2. As for the net charge: +1.

# C4H41NO16

A 16-piece molecular cluster, C4H41NO16 overall in a non-equilibrium geometry (ωB97M-V with the def2-TZVPD basis set, the OMol25 dataset).

Element x y z (Å)
C  3.5648  -0.6973  -0.7999
C  2.0707  -0.4121  -0.9418
C  1.3322  -0.4118  0.4154
C  -0.1529  -0.2273  0.3603
O  -0.7855  -1.4049  -0.0480
N  1.9045  0.8723  -1.6885
H  4.1337  0.0942  -1.3618
H  3.7862  -1.6701  -1.2002
H  4.0408  -0.6304  0.2229
H  1.6640  -1.2189  -1.6018
H  1.4090  -1.4540  0.8760
H  1.7168  0.4024  1.0086
H  -0.7123  0.0686  1.2465
H  -0.3990  0.5599  -0.3761
H  -1.2919  -1.3557  -0.9095
H  2.1386  0.5039  -2.6284
H  2.4243  1.7237  -1.4184
H  -3.8096  -0.1738  3.5585
H  -2.7815  0.6622  2.7569
O  -3.2451  -0.1880  2.7825
H  -4.7138  1.1203  -0.1500
H  -3.7047  2.1874  0.0838
O  -3.9394  1.5069  -0.5748
H  -2.0487  4.0528  0.0862
H  -1.3426  2.7487  0.1389
O  -2.1419  3.1737  0.4727
H  0.2329  -2.6912  -0.5412
H  0.9940  -4.0110  -0.6521
O  0.6757  -3.2775  -1.1992
H  -0.8286  0.9350  4.7118
H  0.1372  0.4259  3.6351
O  -0.3233  1.2615  3.9448
H  1.7165  -2.9213  -2.6036
H  1.5385  -3.5625  -3.9545
O  2.1129  -2.9332  -3.4983
H  1.0780  2.5369  3.4109
H  0.2229  3.5692  2.7330
O  1.1427  3.4046  2.9870
H  -0.4260  -1.8519  2.9357
H  0.6261  -1.8733  4.1706
O  0.2597  -1.3521  3.4554
H  3.3022  4.5057  1.4315
H  1.8682  4.3827  1.6433
O  2.4774  4.7751  0.9985
H  -1.5075  -3.6515  -3.3133
H  -0.1169  -3.7692  -2.6323
O  -0.6378  -4.0783  -3.3982
H  -0.8137  1.2578  -2.4890
H  0.2348  0.6843  -3.5800
O  -0.6702  0.9543  -3.3862
H  -1.7596  2.2813  3.4258
H  -2.4760  2.7079  2.2089
O  -2.6791  2.3879  3.0977
H  -2.5097  -0.1583  -2.0849
H  -1.5482  -0.7237  -3.0447
O  -2.0498  -1.0072  -2.2551
H  1.7665  -1.2660  -3.8358
H  2.6823  -0.1286  -4.4443
O  1.7740  -0.3524  -4.2106
H  -2.3159  -1.6133  2.4731
H  -1.5530  -2.2950  1.2859
O  -1.7440  -2.3853  2.2644

The HOMO energy (spin up / spin down) is -13.6 / -13.6 eV. The LUMO energy (spin up / spin down) is -3.189 / -8.410 eV. The orbital gap (spin up / spin down) comes out at 10.39 / 5.17 eV. The value obtained for the total energy is -1435.27925 Eh. For the molar mass, the calculation gives 359.4 g mol⁻¹. The energy above the lowest of the compared OMol25 structures with the same formula, charge and spin is 0.000 eV. As for the spin multiplicity: 2. As for the net charge: +1.